1.
ORCA calculation (ωB97M-V/def2-TZVPD) on a molecular structure, C5H8GaO3.

Each line ends with the Löwdin spin population.
CARTESIAN COORDINATES (ANGSTROEM)
Ga  0.326  -1.804  1.799  0.588
O  1.158  -1.042  0.436  0.150
O  -1.037  -0.631  1.988  0.202
O  -0.463  0.042  -0.700  0.006
C  1.493  1.260  -0.207  0.003
C  -1.583  -0.801  -0.347  0.003
C  2.358  1.076  -1.412  0.001
C  -2.069  -0.501  1.064  0.014
C  0.652  0.021  -0.003  0.021
H  2.098  1.401  0.698  0.000
H  2.014  1.418  -2.388  0.000
H  3.249  0.453  -1.353  0.000
H  -2.352  -0.554  -1.086  0.000
H  0.813  2.112  -0.335  0.000
H  -2.948  -1.143  1.251  0.001
H  -2.433  0.543  1.076  0.009
H  -1.276  -1.849  -0.480  0.002

Properties
Multiplicity: 2
Frontier orbital gap (spin up / spin down): 4.842 / 5.871 eV
Expectation value of S²: 0.75
Highest occupied orbital energy (spin up / spin down): -17.54 / -18.56 eV
Max |F|: 4.419 eV/A
LUMO (spin up / spin down): -12.696 / -12.692 eV
Charge: +2
Total energy: -2344.9937 Eh



2.
ORCA calculation (ωB97M-V/def2-TZVPD) on 18 unconnected molecules or ions with the total composition H36O18.

Each line ends with the natural charge from an NBO analysis.
CARTESIAN COORDINATES (ANGSTROEM)
O  -3.754  -0.768  1.588  -0.969
O  -3.490  2.668  2.921  -0.949
O  -0.134  -1.417  -5.117  -0.937
O  0.258  3.173  -0.566  -0.985
O  1.594  5.694  0.106  -0.986
O  -0.319  -2.914  3.659  -0.968
O  4.572  -2.895  2.481  -0.919
O  4.248  -3.594  -0.584  -0.941
O  0.410  3.453  3.329  -0.951
O  -5.835  -2.548  -1.001  -0.990
O  -1.379  -4.184  -0.770  -0.954
O  -1.136  -0.021  1.057  -0.978
O  0.540  0.562  -0.921  -1.005
O  -3.470  1.396  -0.418  -0.945
O  3.246  4.480  1.684  -0.916
O  0.841  -3.289  -2.149  -0.965
O  1.960  -1.530  -0.952  -0.956
O  1.722  2.156  -3.879  -0.977
H  -0.381  -1.161  -5.959  0.470
H  -1.661  -3.589  -1.489  0.470
H  0.835  2.617  2.975  0.470
H  1.101  4.884  0.454  0.497
H  0.452  0.962  -1.901  0.501
H  2.957  4.626  2.582  0.473
H  0.246  -3.990  -2.685  0.486
H  4.023  -4.550  -0.732  0.462
H  -3.174  -1.166  2.410  0.477
H  -4.016  3.042  3.560  0.466
H  2.190  -1.913  -1.722  0.478
H  1.523  -2.342  -0.353  0.506
H  -3.031  1.129  0.525  0.469
H  -0.385  3.549  2.795  0.481
H  -0.512  -3.942  -0.414  0.485
H  -0.719  -2.042  3.573  0.482
H  0.422  -2.576  -2.619  0.477
H  4.855  -3.717  0.139  0.479
H  -0.914  -3.604  4.084  0.486
H  -3.039  -0.706  0.942  0.486
H  -5.322  -2.541  -1.735  0.494
H  1.371  0.066  -1.076  0.515
H  0.676  -1.026  -4.964  0.467
H  2.264  6.006  0.786  0.480
H  0.414  2.250  -0.677  0.486
H  2.456  2.664  -3.516  0.491
H  -0.529  3.443  -1.031  0.475
H  4.629  -2.067  2.806  0.454
H  -4.139  2.259  2.262  0.483
H  -5.729  -2.466  -0.141  0.497
H  3.549  -2.703  2.224  0.466
H  -1.276  0.795  1.439  0.471
H  -0.370  -0.033  0.531  0.506
H  -4.057  0.605  -0.504  0.469
H  1.377  2.598  -4.775  0.488
H  4.040  4.219  1.739  0.447

Properties
Frontier orbital gap: 9.447 eV
Highest occupied orbital energy: -9.70 eV
Max |F|: 10.120 eV/A
LUMO: -0.252 eV
Total energy: -1375.6878 Eh
Energy relative to the best compared isomer or geometry (same formula, charge and spin): 785.45 kJ/mol



3.
ORCA calculation (ωB97M-V/def2-TZVPD) on a molecular structure, C17H23I2MnNO4SSiY.

Each line ends with the Löwdin spin population.
CARTESIAN COORDINATES (ANGSTROEM)
I  1.536  -3.847  -0.884  0.914
I  1.571  3.421  -0.853  0.798
Y  0.445  -1.270  -0.550  0.062
Mn  0.015  1.561  -0.624  1.113
S  1.340  0.203  -2.362  0.142
Si  1.609  0.107  2.143  0.011
O  -1.784  -2.841  1.826  0.012
O  -1.259  2.558  1.814  -0.013
O  -2.195  2.479  -2.189  0.018
O  -2.421  -2.446  -2.691  0.000
N  -0.122  0.037  1.547  0.125
C  -1.293  -0.002  2.246  0.179
C  -0.797  0.210  -4.264  0.001
C  1.552  1.052  -4.694  0.004
C  -2.596  -0.215  1.659  0.108
C  -2.399  0.188  4.390  0.054
C  -3.642  -0.139  3.832  0.269
C  1.095  -1.448  -4.572  0.011
C  -1.628  -2.026  -1.985  0.000
C  0.694  -0.060  -4.072  0.012
C  2.994  0.115  0.849  0.001
C  -1.235  0.192  3.637  0.064
C  -1.253  -2.461  0.883  0.028
C  -1.383  1.911  -1.612  -0.005
C  -0.791  2.108  0.832  0.012
C  1.806  1.682  3.064  0.009
C  1.836  -1.358  3.235  0.003
C  -3.725  -0.346  2.455  0.044
H  3.064  -0.804  0.235  0.000
H  2.846  1.727  3.404  0.001
H  -4.533  -0.230  4.461  0.009
H  0.550  -2.252  -4.062  0.002
H  -0.957  1.265  -4.521  0.000
H  1.351  2.005  -4.191  0.000
H  0.867  -1.498  -5.647  0.002
H  -2.735  -0.303  0.569  0.002
H  -1.155  -0.412  -5.098  0.000
H  3.943  0.215  1.412  0.000
H  -1.421  -0.034  -3.396  0.000
H  2.168  -1.619  -4.425  0.000
H  1.848  -2.308  2.691  0.001
H  -2.327  0.455  5.438  0.000
H  1.301  1.129  -5.745  0.000
H  1.621  2.549  2.423  0.001
H  -0.264  0.439  4.094  0.000
H  2.612  0.814  -4.571  0.001
H  2.921  0.994  0.185  0.005
H  -4.673  -0.613  1.998  -0.001
H  2.795  -1.247  3.753  0.000
H  1.043  -1.392  3.988  0.001
H  1.165  1.754  3.946  0.000

Properties
Multiplicity: 5
Frontier orbital gap (spin up / spin down): 5.997 / 5.067 eV
Expectation value of S²: 6.10
Highest occupied orbital energy (spin up / spin down): -21.29 / -21.87 eV
Max |F|: 8.689 eV/A
LUMO (spin up / spin down): -15.292 / -16.804 eV
Charge: +4
Total energy: -3488.0016 Eh
Energy relative to the best compared isomer or geometry (same formula, charge and spin): 162.38 kJ/mol



4.
ORCA calculation (ωB97M-V/def2-TZVPD) on a molecular structure, C33H28CrN7OP2Se3.

Each line ends with the Löwdin spin population.
CARTESIAN COORDINATES (ANGSTROEM)
Se  -1.986  2.866  -0.533  0.053
Se  -1.647  -1.423  2.040  0.005
Se  -4.243  -3.179  -0.135  0.001
Cr  -0.004  1.185  0.002  3.751
P  -2.847  1.424  -1.891  0.012
P  -3.645  -2.698  -2.107  0.000
O  1.433  2.054  -1.060  0.040
N  -1.200  -1.306  3.737  0.028
N  3.017  2.651  -2.531  0.003
N  -1.060  -2.171  -1.901  0.009
N  -0.724  0.050  1.615  -0.005
N  -0.730  -0.101  -1.430  0.008
N  -0.167  -1.303  -1.513  0.016
N  2.296  0.455  -2.400  0.005
C  -0.426  -0.249  3.906  0.000
C  -6.322  0.077  -0.360  0.000
C  -0.154  0.518  2.718  0.019
C  -2.418  -3.889  -4.282  0.000
C  -6.182  -2.751  -3.149  0.000
C  -4.967  -2.068  -3.167  0.000
C  -2.251  -1.539  -2.083  0.003
C  0.685  1.661  2.772  0.005
C  -4.785  -1.004  -4.039  0.000
C  1.220  2.000  3.975  0.008
C  2.227  1.727  -1.976  0.009
C  -7.206  -2.361  -3.997  0.000
C  -5.556  1.899  -2.324  0.001
C  -2.146  2.920  -6.182  0.000
C  -5.814  -0.612  -4.884  0.000
C  -2.787  -6.481  -3.364  0.000
C  -2.863  3.310  -3.921  0.001
C  -2.664  3.770  -5.212  0.000
C  -2.037  -0.184  -1.781  0.012
C  -4.978  0.301  -0.608  0.001
C  -7.282  0.771  -1.085  0.000
C  -2.004  -4.959  -5.055  0.000
C  -4.598  1.195  -1.603  0.002
C  -2.192  -6.258  -4.595  0.000
C  0.151  0.153  5.144  0.006
C  0.954  1.246  5.159  -0.004
C  -6.899  1.686  -2.058  0.000
C  -2.568  1.987  -3.596  0.001
C  -1.819  1.612  -5.855  0.000
C  -3.199  -5.409  -2.582  0.000
C  -7.024  -1.289  -4.862  0.000
C  -3.013  -4.114  -3.041  0.000
C  -2.028  1.144  -4.565  0.000
H  1.610  -0.205  -2.054  0.003
H  -1.870  -7.095  -5.202  0.000
H  1.411  1.574  6.083  0.000
H  2.934  3.598  -2.208  0.000
H  -8.149  -2.893  -3.983  0.000
H  -8.334  0.596  -0.894  0.000
H  -2.906  4.795  -5.461  0.000
H  -6.322  -3.578  -2.462  0.000
H  -7.650  2.224  -2.625  0.000
H  -3.231  3.987  -3.157  0.001
H  -1.986  3.284  -7.189  0.000
H  -3.840  -0.489  -4.084  0.000
H  -3.653  -5.572  -1.613  0.000
H  -7.829  -0.986  -5.521  0.000
H  -1.538  -4.783  -6.016  0.000
H  2.872  0.181  -3.176  0.000
H  -2.931  -7.493  -3.005  0.000
H  -5.268  2.586  -3.112  0.000
H  3.669  2.439  -3.263  0.000
H  -1.760  0.125  -4.318  0.000
H  -1.400  0.951  -6.602  0.000
H  -5.665  0.223  -5.559  0.000
H  -0.062  -0.426  6.034  0.000
H  -6.608  -0.654  0.386  0.000
H  0.890  2.300  1.911  0.003
H  -2.275  -2.876  -4.643  0.000
H  1.859  2.869  4.054  0.000
H  -4.241  -0.257  -0.046  0.000

Properties
Multiplicity: 5
Frontier orbital gap (spin up / spin down): 6.426 / 6.359 eV
Expectation value of S²: 6.01
Highest occupied orbital energy (spin up / spin down): -10.17 / -10.17 eV
Max |F|: 0.674 eV/A
LUMO (spin up / spin down): -3.743 / -3.811 eV
Charge: +1
Total energy: -10664.2514 Eh



Which of these has the highest total energy?
H36O18